[1]
# CH3FIN

A cluster of 2 separate species, CH3FIN in total in a non-equilibrium geometry (the ωB97M-V functional and the def2-TZVPD basis, the Open Molecules 2025 dataset).

The geometry in XYZ format:
```
7
Properties=species:S:1:pos:R:3:mulliken_charge:R:1
C -0.3279 -0.0382 0.8889 -0.107
N 0.4867 0.1091 -0.1033 -0.370
F -2.0781 1.1687 0.1323 -0.707
I -0.4145 1.1782 2.5966 0.249
H -1.2106 -0.8250 0.8153 0.329
H 1.2167 0.8569 -0.1957 0.299
H 0.0393 0.0591 -1.0738 0.308
```

Calculated values
Kohn-Sham gap (spin up / spin down): 0.312 / 0.312 Eh
HOMO energy (spin up / spin down): -9.18 / -9.18 eV
LUMO energy (spin up / spin down): -0.689 / -0.689 eV
ΔE to the lowest compared entry with this formula, charge and spin: 2.219 eV
net charge: 0

***

[2]
# C7H14N2

A cluster of 2 separate species, C7H14N2 in total in a non-equilibrium geometry (the ωB97M-V functional and the def2-TZVPD basis, the Open Molecules 2025 dataset).

The geometry in XYZ format:
```
23
Properties=species:S:1:pos:R:3:mulliken_charge:R:1
C -0.3797 -1.0871 -1.3931 -1.034
C -1.0525 -1.7528 -0.2311 0.732
C -2.3504 -1.5750 0.1733 -0.566
N -2.4984 -2.4013 1.2668 -0.076
C -1.2936 -2.9626 1.5099 -0.235
N -0.4060 -2.6033 0.6206 -0.611
H -0.7466 -1.5347 -2.3179 0.394
H 0.6888 -1.2856 -1.4118 0.227
H -0.6395 -0.0299 -1.3967 0.189
H -3.1975 -1.2174 -0.3853 0.365
H -3.2550 -2.3927 1.9289 0.208
H -1.1111 -3.5206 2.4134 0.401
C 0.8128 2.7764 -0.8761 -1.347
C 1.0916 2.0300 0.4100 0.009
C 2.4009 1.2465 0.3631 -1.013
H 0.9364 2.2119 -1.8015 0.308
H 1.5406 3.6057 -0.9685 0.403
H -0.1071 3.3518 -0.9345 0.349
H 1.0792 2.7387 1.2365 0.311
H 0.2808 1.3286 0.6523 0.146
H 2.3082 0.2426 -0.0527 0.195
H 3.1578 1.7929 -0.1899 0.331
H 2.7403 1.0378 1.3843 0.313
```

Calculated values
Kohn-Sham gap: 0.349 Eh
HOMO energy: -8.59 eV
LUMO energy: 0.917 eV
SMILES: Cc1c[nH]cn1.CCC
ΔE to the lowest compared entry with this formula, charge and spin: 0.283 eV
net charge: 0

***

[3]
# C44H42F16O9S3

A cluster of 7 separate species, C44H42F16O9S3 in total in a non-equilibrium geometry (the ωB97M-V functional and the def2-TZVPD basis, the Open Molecules 2025 dataset).

The geometry in XYZ format:
```
114
Properties=species:S:1:pos:R:3:mulliken_spin:R:1
C 10.8433 -32.7791 -33.7454 0.000
C 9.7690 -31.9117 -34.4754 0.000
C 9.7486 -32.1832 -36.0049 0.000
F 10.8330 -31.6473 -36.6227 0.000
F 9.5762 -33.4334 -36.2462 0.000
F 8.5750 -32.0680 -33.9433 0.000
F 10.0499 -30.6254 -34.2848 0.000
O 11.0660 -32.6107 -32.2865 0.000
C 10.0359 -33.1147 -31.2807 0.000
C 10.7807 -33.2934 -29.9426 0.000
F 10.1610 -33.9976 -29.0556 0.000
F 12.0652 -33.7116 -30.0106 0.000
F 9.0841 -32.0840 -31.2588 0.000
F 9.4421 -34.2520 -31.7833 0.000
H 11.7932 -32.3942 -34.1164 0.000
H 10.8321 -33.8106 -34.0977 0.000
H 8.9141 -31.5673 -36.3401 0.000
H 10.7819 -32.3014 -29.4908 0.000
C 6.6195 -35.7924 -37.0278 0.000
C 6.5370 -35.7490 -38.5738 0.000
C 6.0534 -34.3953 -39.0092 0.000
F 4.7267 -33.9987 -38.8191 0.000
F 6.6859 -33.3206 -38.5423 0.000
F 7.7128 -35.9658 -39.1080 0.000
F 5.7725 -36.7779 -39.0532 0.000
O 7.4381 -36.7929 -36.3977 0.000
C 7.7697 -36.6392 -35.0196 0.000
C 8.6596 -37.8624 -34.4906 0.000
F 8.4458 -39.1131 -34.7487 0.000
F 9.9809 -37.8000 -34.6133 0.000
F 8.2459 -35.3778 -34.7810 0.000
F 6.6276 -36.7212 -34.3473 0.000
H 5.6620 -35.9334 -36.5263 0.000
H 7.0355 -34.8370 -36.7079 0.000
H 6.2207 -34.3386 -40.0848 0.000
H 8.7069 -37.8568 -33.4017 0.000
C -0.5574 -35.0208 -34.2217 0.055
S 0.6513 -34.7662 -35.6560 0.197
O 0.8857 -36.0845 -36.4274 0.678
C 2.2269 -34.5884 -34.7875 0.050
H -0.5369 -36.0401 -33.8362 0.004
H -1.5628 -34.7057 -34.5010 -0.001
H -0.1580 -34.4323 -33.3958 0.006
H 2.4065 -35.4681 -34.1694 0.005
H 2.0752 -33.6449 -34.2632 -0.001
H 3.0269 -34.5536 -35.5270 0.004
C -1.1451 -35.7648 -29.3411 0.000
S 0.5563 -35.1250 -29.8293 0.001
O 0.4899 -34.7332 -31.3125 0.000
C 0.3136 -33.4554 -29.0227 0.000
H -1.4172 -36.6929 -29.8438 0.000
H -1.7221 -34.9203 -29.7179 0.000
H -1.2672 -36.1080 -28.3137 0.000
H 0.1771 -33.4849 -27.9416 0.000
H -0.4663 -32.9938 -29.6283 0.000
H 1.2220 -32.9553 -29.3584 0.000
C 5.6942 -33.5710 -32.8126 0.000
S 5.1291 -31.8434 -32.7213 0.000
O 3.8582 -31.6911 -33.5292 0.002
C 4.5678 -32.0221 -30.9337 0.000
H 4.9420 -34.3517 -32.6999 0.000
H 6.3994 -33.7681 -32.0052 0.000
H 6.2532 -33.8195 -33.7148 0.000
H 3.8026 -32.7020 -30.5591 0.000
H 3.9854 -31.1132 -30.7827 0.000
H 5.3255 -32.0443 -30.1504 0.000
C 2.8554 -26.0865 -29.0426 0.000
C 3.5882 -26.8780 -28.3007 0.000
C 4.5600 -27.6496 -28.9236 0.000
C 4.6543 -27.7618 -30.2980 0.000
C 3.7354 -27.0594 -31.1192 0.000
C 2.9599 -26.1291 -30.4042 0.000
C 3.7474 -26.9982 -32.6015 0.000
O 2.8479 -26.5187 -33.2558 0.000
C 4.9668 -27.6207 -33.2171 0.000
C 5.1665 -27.3687 -34.5995 0.000
C 6.3741 -27.8453 -35.1616 0.000
C 7.2637 -28.5975 -34.3988 0.000
C 7.0163 -28.8269 -33.0194 0.000
C 5.8579 -28.4098 -32.3889 0.000
C 5.6660 -28.6304 -30.9068 0.000
O 6.2791 -29.4803 -30.2718 0.000
H 2.1111 -25.4653 -28.5665 0.000
H 3.4774 -26.9355 -27.2279 0.000
H 5.2064 -28.1665 -28.2298 0.000
H 2.3675 -25.4772 -31.0291 0.000
H 4.4574 -26.9181 -35.2781 0.000
H 6.5306 -27.6130 -36.2047 0.000
H 8.2438 -28.7555 -34.8240 0.000
H 7.7334 -29.3937 -32.4443 0.000
C 1.8516 -33.7248 -23.9543 0.000
C 2.2952 -34.5080 -25.0528 0.000
C 3.2416 -34.0502 -25.9007 0.000
C 3.9558 -32.8014 -25.6479 0.000
C 3.5155 -32.0438 -24.5462 0.000
C 2.5384 -32.5072 -23.6497 0.000
C 4.1074 -30.6365 -24.1786 0.000
O 3.7034 -29.9537 -23.2274 0.000
C 5.2800 -30.1499 -25.1441 0.000
C 5.9742 -28.9509 -24.9723 0.000
C 7.0191 -28.4854 -25.7846 0.000
C 7.3959 -29.2572 -26.8856 0.000
C 6.8168 -30.5616 -26.9428 0.000
C 5.7269 -30.9825 -26.1387 0.000
C 5.1133 -32.3694 -26.4646 0.000
O 5.5941 -33.0534 -27.3841 0.000
H 1.2109 -34.2713 -23.2782 0.000
H 1.8781 -35.5037 -25.0848 0.000
H 3.6193 -34.6974 -26.6784 0.000
H 2.3043 -31.8369 -22.8359 0.000
H 5.6379 -28.2197 -24.2520 0.000
H 7.5030 -27.5201 -25.7650 0.000
H 8.1816 -28.8797 -27.5231 0.000
H 7.1442 -31.3181 -27.6407 0.000
```

Calculated values
Kohn-Sham gap (spin up / spin down): 0.295 / 0.133 Eh
HOMO energy (spin up / spin down): -11.09 / -11.08 eV
LUMO energy (spin up / spin down): -3.056 / -7.475 eV
multiplicity: 2
net charge: +1

***

[4]
# C3H7NO2S

The ion C3H7NO2S with charge -1 in a non-equilibrium geometry (the ωB97M-V functional and the def2-TZVPD basis, the Open Molecules 2025 dataset).

The geometry in XYZ format:
```
14
Properties=species:S:1:pos:R:3:mulliken_spin:R:1
O 1.6036 -1.5517 0.9286 0.133
C 1.0341 -0.4539 1.0638 0.376
O 1.6704 0.6415 1.6868 -0.041
C -0.2118 0.0154 0.2663 0.248
C -0.2061 -0.7081 -1.0409 0.140
S -1.9241 -0.6827 -1.9456 0.138
N -0.3119 1.4628 0.1197 0.091
H 2.1356 0.3184 2.4535 0.024
H -1.0569 -0.3255 0.9098 0.083
H 0.4462 -0.1545 -1.7165 0.032
H 0.0103 -1.7665 -1.0012 -0.072
H -2.6899 -0.2702 -0.9011 -0.038
H 0.5507 1.8081 -0.2750 -0.064
H -1.0503 1.6669 -0.5481 -0.051
```

Calculated values
Kohn-Sham gap (spin up / spin down): 0.099 / 0.302 Eh
HOMO energy (spin up / spin down): 0.77 / -4.88 eV
LUMO energy (spin up / spin down): 3.455 / 3.334 eV
multiplicity: 2
ΔE to the lowest compared entry with this formula, charge and spin: 0.418 eV
net charge: -1

***

[5]
# C16H23N3O2

The molecule C16H23N3O2 (the ωB97M-V functional and the def2-TZVPD basis, the Open Molecules 2025 dataset).

The geometry in XYZ format:
```
44
Properties=species:S:1:pos:R:3:mulliken_charge:R:1
H -0.4408 0.7023 3.6232 0.216
N 0.0072 0.6825 2.7163 -0.824
C -0.3836 -0.2496 1.9475 0.523
N -1.3204 -1.2589 2.1264 0.272
C -2.0808 -1.4822 3.3251 -1.528
C -1.3838 -2.4631 4.2742 0.095
C -2.2067 -2.6966 5.5336 -1.297
C -1.3617 -2.0422 0.9906 0.750
C -2.1045 -3.1613 0.6736 -0.677
C -1.9197 -3.7200 -0.5851 -0.710
C -1.0228 -3.1778 -1.4914 -0.717
C -0.2682 -2.0545 -1.1772 -0.597
C -0.4476 -1.4958 0.0710 0.640
N 0.1564 -0.4237 0.6892 0.200
C 1.0232 0.5400 0.0888 -1.236
C 0.2923 1.3705 -0.9604 0.633
O -0.8895 1.3313 -1.1673 -0.554
O 1.1487 2.1493 -1.6192 -0.150
C 0.5882 3.0077 -2.6181 -0.596
C 1.7023 3.8555 -3.2125 -0.666
C 2.7118 3.0140 -3.9905 -0.208
C 3.8318 3.8712 -4.5657 -1.290
H -3.0651 -1.8679 3.0437 0.354
H -2.2271 -0.5198 3.8269 0.450
H -1.2267 -3.4089 3.7512 0.313
H -0.4028 -2.0627 4.5395 0.284
H -1.6995 -3.3944 6.1948 0.373
H -2.3576 -1.7628 6.0710 0.331
H -3.1819 -3.1082 5.2824 0.330
H -2.8062 -3.5919 1.3710 0.365
H -2.4893 -4.5948 -0.8601 0.388
H -0.9069 -3.6358 -2.4620 0.379
H 0.4249 -1.6320 -1.8876 0.392
H 1.3566 1.2048 0.8922 0.475
H 1.8933 0.0617 -0.3715 0.348
H -0.1818 3.6314 -2.1510 0.356
H 0.1066 2.3893 -3.3840 0.346
H 2.2126 4.3794 -2.4028 0.302
H 1.2522 4.5995 -3.8720 0.399
H 2.1977 2.4941 -4.8021 0.273
H 3.1325 2.2609 -3.3224 0.245
H 4.5384 3.2562 -5.1173 0.360
H 3.4291 4.6220 -5.2422 0.327
H 4.3693 4.3813 -3.7697 0.330
```

Calculated values
Kohn-Sham gap: 0.305 Eh
HOMO energy: -7.42 eV
LUMO energy: 0.881 eV
SMILES: [H]/N=c1\n(CCC)c2ccccc2n1CC(=O)OCCCC
ΔE to the lowest compared entry with this formula, charge and spin: 0.428 eV
net charge: 0

***

[6]
# C3H19NO9S

A cluster of 8 separate species, C3H19NO9S in total in a non-equilibrium geometry (the ωB97M-V functional and the def2-TZVPD basis, the Open Molecules 2025 dataset).

The geometry in XYZ format:
```
33
Properties=species:S:1:pos:R:3:mulliken_charge:R:1
O 0.6744 -2.5870 0.2751 -0.727
C 0.3885 -1.3920 0.1106 0.183
O -0.0325 -0.9526 -1.0305 -0.599
C 0.5489 -0.3053 1.2567 0.192
C 0.0993 -0.9875 2.5233 -1.026
S 0.2250 0.1536 3.9963 -0.681
N -0.2235 0.9243 1.0352 -0.271
H 1.6292 -0.1430 1.1073 0.138
H -0.9278 -1.3461 2.4740 0.320
H 0.8497 -1.7473 2.7127 0.291
H -1.0554 0.6009 1.5205 0.361
H -0.3463 1.1051 0.0468 0.019
H 2.1032 2.3711 2.2769 0.348
H 0.6888 2.4912 2.6317 0.252
O 1.3842 3.0046 2.1681 -0.713
H 0.0866 -2.0358 -2.1982 0.537
H 1.0332 -3.1070 -1.9373 0.316
O 0.5876 -2.7638 -2.7152 -0.817
H 1.5523 2.9269 0.2505 0.351
H 0.2187 3.4976 -0.3013 0.302
O 1.0731 3.1581 -0.5638 -0.665
H 3.0531 -2.4029 -0.9638 0.377
H 2.1236 -1.7655 -1.8514 0.280
O 3.0652 -1.6790 -1.5955 -0.699
H -1.9086 -0.7019 -0.5362 0.358
H -2.4188 -2.1209 -0.2789 0.287
O -2.6426 -1.2179 -0.1507 -0.693
H -3.1391 1.4512 -0.7750 0.305
H -3.9945 0.2854 -0.5454 0.367
O -4.0013 1.1156 -1.0265 -0.666
H -0.0892 2.0252 -2.1956 0.339
H -0.2276 0.6125 -2.7535 0.325
O -0.3773 1.5324 -2.9671 -0.690
```

Calculated values
Kohn-Sham gap: 0.223 Eh
HOMO energy: -0.55 eV
LUMO energy: 5.517 eV
ΔE to the lowest compared entry with this formula, charge and spin: 1.805 eV
net charge: -2

***

[7]
# C27H35Br39NO3

A structure of composition C27H35Br39NO3 in a non-equilibrium geometry (the ωB97M-V functional and the def2-TZVPD basis, the Open Molecules 2025 dataset).

The geometry in XYZ format:
```
105
Properties=species:S:1:pos:R:3:mulliken_charge:R:1
C 6.0685 1.2281 2.5808 -1.129
C 4.9655 0.1043 2.3253 -0.480
C 4.0709 -0.1933 3.5892 -0.608
C 2.9178 0.8478 3.8616 -0.127
O 3.2496 2.2405 3.5227 -0.438
C 2.4614 2.6096 2.4477 0.211
C 3.1064 2.7369 1.1544 -0.632
C 2.2765 3.1336 0.0047 -0.136
C 0.8376 3.3320 0.2341 -0.322
C 0.2452 3.1847 1.5739 0.573
C -1.2844 3.4441 1.7086 -0.888
C -2.1223 2.2078 2.2360 -0.494
C -1.6273 1.6024 3.6013 0.127
O -2.4674 0.4149 3.8750 -0.463
C -1.5924 -0.7122 3.4671 0.857
C -1.4682 -1.1201 1.9602 -0.638
O -0.9194 -1.2997 4.3220 -0.485
N 1.1013 2.8508 2.6067 0.432
H 5.6337 2.2390 2.7788 0.258
H 6.6828 1.3128 1.6447 0.313
H 6.7017 0.8422 3.4274 0.386
H 5.5546 -0.8412 2.1260 0.376
H 4.3779 0.2821 1.3792 0.267
H 4.7412 -0.2945 4.4802 0.374
H 3.5731 -1.1891 3.4186 0.333
H 1.9525 0.5325 3.3720 -0.021
H 2.7321 0.8346 4.9770 0.333
H 4.2066 2.5510 1.0884 0.432
H 2.7840 3.2564 -0.9796 0.090
H 0.2207 3.6302 -0.6512 0.170
H -1.6784 3.6719 0.6741 0.383
H -1.5194 4.3845 2.3159 0.226
H -2.2273 1.4033 1.4593 0.212
H -3.1726 2.5870 2.4154 0.334
H -0.5733 1.2115 3.5632 -0.193
H -1.8256 2.3077 4.4464 0.259
H -0.6631 -0.4538 1.5240 0.124
H -2.4213 -0.8166 1.4549 0.331
H -1.2091 -2.1931 1.8150 0.114
H 0.7545 2.7643 3.5670 0.442
C 0.1091 -4.4705 0.1177 -0.394
Br 1.0254 -6.1455 -0.1701 0.048
Br 1.3447 -2.9783 0.1803 0.005
Br -1.2988 -4.1790 -1.1781 0.011
H -0.3651 -4.5317 1.0925 0.365
C 1.8817 4.9067 -3.8983 -0.375
Br 2.8661 3.2386 -3.8931 -0.110
Br 0.3225 4.8247 -2.7505 0.098
Br 3.0157 6.4092 -3.4626 -0.005
H 1.5229 5.0603 -4.9117 0.442
C -1.3631 -7.7073 -3.7417 -0.297
Br 0.1676 -6.5431 -3.9545 -0.021
Br -2.1077 -7.6085 -1.9575 -0.060
Br -2.7037 -7.3806 -5.0961 0.121
H -1.0098 -8.7242 -3.8828 0.296
C -1.4097 6.5418 5.1667 -0.409
Br -3.3318 6.5623 4.9732 -0.008
Br -0.8688 6.6354 7.0181 0.002
Br -0.6197 5.0164 4.2620 0.048
H -1.0282 7.4317 4.6759 0.399
C -6.2287 -5.4291 -6.2169 0.278
Br -7.2676 -6.3765 -4.8891 -0.002
Br -7.2164 -5.1827 -7.8615 -0.008
Br -5.5428 -3.7540 -5.5328 -0.027
H -5.3706 -6.0507 -6.4521 -0.314
C -3.1395 -7.9112 -9.4548 -0.327
Br -2.1350 -9.5589 -9.5370 0.027
Br -4.6357 -8.0485 -8.2360 -0.003
Br -2.0076 -6.4002 -9.0332 -0.023
H -3.5494 -7.7350 -10.4440 0.361
C 1.1030 -11.5550 -7.5087 -0.352
Br 2.5961 -12.3635 -6.5830 -0.044
Br 0.5779 -9.8785 -6.6984 0.067
Br 1.4511 -11.3567 -9.4007 -0.020
H 0.2618 -12.2335 -7.4094 0.348
C 5.7749 2.8037 -6.5015 0.446
Br 5.0164 2.9967 -8.2698 0.001
Br 6.3030 0.9776 -6.1414 -0.009
Br 7.2287 4.0440 -6.2039 -0.001
H 4.9940 3.0533 -5.7920 -0.419
C -2.5706 -0.6847 7.7182 -0.444
Br -1.0772 -1.5053 8.6441 -0.096
Br -3.0841 0.9982 8.5408 -0.104
Br -2.2239 -0.4828 5.8107 0.185
H -3.4163 -1.3589 7.8222 0.354
C -1.2745 8.3981 -0.5075 -0.381
Br -2.0423 8.5787 -2.2718 -0.024
Br -0.7247 6.5735 -0.1494 0.130
Br 0.1687 9.6495 -0.2155 0.001
H -2.0563 8.6394 0.2055 0.349
C -6.8904 2.7534 8.5424 0.036
Br -7.9419 1.8137 9.8645 -0.005
Br -7.8619 2.9891 6.8853 -0.013
Br -6.2159 4.4344 9.2235 -0.007
H -6.0284 2.1314 8.3202 -0.011
C 0.3530 10.6623 -5.0230 -0.341
Br -0.4009 10.8572 -6.7929 -0.009
Br 0.8795 8.8344 -4.6635 0.095
Br 1.8088 11.8977 -4.7201 -0.006
H -0.4300 10.9126 -4.3137 0.292
C 2.3492 -9.5020 2.2691 -0.316
Br 3.8588 -10.3190 3.1579 -0.019
Br 1.8261 -7.8464 3.1222 -0.032
Br 2.6742 -9.2720 0.3732 -0.055
H 1.5134 -10.1872 2.3668 0.384
```

Calculated values
Kohn-Sham gap: 0.232 Eh
HOMO energy: -10.42 eV
LUMO energy: -4.104 eV
net charge: +1

***

[8]
# C3H13O5

A structure of composition C3H13O5 in a non-equilibrium geometry (the ωB97M-V functional and the def2-TZVPD basis, the Open Molecules 2025 dataset).

The geometry in XYZ format:
```
21
Properties=species:S:1:pos:R:3:mulliken_charge:R:1
C 0.9378 -1.8608 -0.5934 -0.398
C 1.9856 -0.9359 -1.2069 -0.376
O 1.9100 -0.9811 -2.6588 -0.559
C 0.3324 -1.2822 0.6902 -0.067
O -0.9987 -1.7493 0.8869 -0.614
H 1.1610 -2.9277 -0.4491 0.271
H 0.0402 -1.8894 -1.2974 0.207
H 1.6728 0.0729 -1.0065 0.279
H 3.0090 -1.2329 -0.9861 0.255
H 1.2899 -0.2969 -2.9186 0.299
H 1.0513 -1.5954 1.4784 0.214
H 0.1310 -0.2055 0.6060 0.050
H -1.0077 3.2408 -0.0400 0.368
H -1.5679 1.9158 -0.4059 0.399
O -1.5012 2.8343 -0.7671 -0.742
H -1.1899 1.5996 1.3525 0.429
H -0.2032 1.9728 2.5761 0.228
O -0.6304 2.4699 1.8709 -0.846
H -1.5722 -0.9160 0.8788 0.464
H -2.8497 1.0759 1.1093 0.161
O -2.0002 0.6910 0.8805 -1.021
```

Calculated values
Kohn-Sham gap: 0.329 Eh
HOMO energy: -5.36 eV
LUMO energy: 3.606 eV
ΔE to the lowest compared entry with this formula, charge and spin: 0.518 eV
net charge: -1